Record 1
ORCA calculation (ωB97M-V/def2-TZVPD) on a structure of composition C26H42CsN6O7S3 at a distorted geometry.

Last column: Mulliken charge in e.
CARTESIAN COORDINATES (ANGSTROEM)
Cs -0.972 -0.813 -0.231  1.125
C 0.496 -3.319 2.257  -1.555
C 0.892 -1.971 2.817  0.118
N 1.705 -1.148 2.275  -0.243
N 2.231 -1.488 1.066  0.020
C 3.353 -0.873 0.568  0.185
N 3.614 -1.226 -0.703  -0.322
S 4.322 0.157 1.456  -0.412
C 0.302 -1.574 4.131  1.177
C -0.836 -2.225 4.602  -0.411
C -1.370 -1.839 5.817  -0.558
C -0.761 -0.818 6.527  -0.524
C 0.366 -0.225 5.972  -0.388
N 0.890 -0.587 4.809  -0.484
H -0.518 -3.294 1.848  0.224
H 0.482 -4.058 3.057  0.411
H 1.193 -3.670 1.498  0.499
H 1.745 -2.153 0.479  0.176
H 2.867 -1.590 -1.300  0.222
H 4.398 -0.753 -1.115  0.290
H -1.327 -2.979 4.004  0.327
H -2.262 -2.320 6.199  0.455
H -1.151 -0.486 7.480  0.394
H 0.878 0.581 6.487  0.397
N -2.784 1.150 -2.462  -0.407
C -2.188 2.233 -1.838  0.295
N -0.910 2.508 -2.230  -0.363
O -2.801 2.910 -1.020  -0.612
H -2.172 0.479 -2.905  0.234
H -3.577 0.788 -1.954  0.276
H -0.358 1.734 -2.588  0.414
H -0.413 3.122 -1.594  0.265
C 2.055 -1.819 -8.665  -1.511
C 1.767 -1.667 -7.192  0.634
C 2.502 -0.793 -6.403  -0.932
C 2.225 -0.623 -5.051  1.166
C 3.053 0.317 -4.210  -1.331
C 1.188 -1.355 -4.476  0.633
C 0.440 -2.247 -5.245  1.003
C -0.692 -3.027 -4.627  -1.538
C 0.740 -2.387 -6.595  -0.893
C 0.875 -1.187 -3.004  0.127
O 1.281 -2.065 -2.199  -1.084
O 0.229 -0.157 -2.681  -0.696
H 3.088 -1.559 -8.894  0.364
H 1.408 -1.164 -9.254  0.279
H 1.875 -2.844 -8.991  0.374
H 3.315 -0.226 -6.847  0.317
H 3.699 0.934 -4.834  0.381
H 3.685 -0.245 -3.518  0.163
H 2.415 0.967 -3.613  0.204
H -0.395 -3.435 -3.661  0.296
H -1.000 -3.848 -5.273  0.400
H -1.559 -2.381 -4.465  0.244
H 0.160 -3.082 -7.197  0.341
C -4.669 -1.479 2.876  -0.944
S -3.315 -2.007 1.853  1.094
O -2.187 -1.212 2.355  -0.461
O -3.121 -3.428 2.099  -0.729
O -3.759 -1.701 0.495  -0.764
H -4.379 -1.623 3.915  0.193
H -5.542 -2.077 2.624  0.378
H -4.841 -0.427 2.660  0.199
C -3.131 2.027 2.369  -0.578
C -2.353 3.250 2.859  -0.730
C -1.371 3.790 1.831  -0.884
S -0.106 2.669 1.196  0.916
O 0.667 3.556 0.256  -0.878
C 0.905 2.415 2.711  -0.134
C 2.201 3.215 2.684  -0.464
C 2.022 4.679 3.078  -1.305
H -3.943 1.790 3.060  0.384
H -2.494 1.144 2.300  -0.013
H -3.561 2.222 1.384  0.311
H -1.840 3.022 3.797  0.281
H -3.052 4.061 3.081  0.394
H -0.806 4.646 2.205  0.418
H -1.887 4.072 0.910  0.444
H 1.122 1.346 2.747  -0.225
H 0.282 2.664 3.572  0.245
H 2.628 3.159 1.682  0.299
H 2.905 2.718 3.355  0.442
H 1.376 5.192 2.366  0.230
H 2.983 5.197 3.088  0.395
H 1.580 4.763 4.075  0.318

## Properties
Charge = -1
Strongest force on any atom = 1.30 eV/Å
LUMO = 2.1 eV
Total energy = -83976.793 eV
E_HOMO = -5.7018 eV
Energy relative to the best compared isomer or geometry (same formula, charge and spin) = 0.00 kJ/mol
Molecular weight = 779.8 g mol⁻¹

Record 2
ORCA calculation (ωB97M-V/def2-TZVPD) on a structure of composition C26H42CsN6O7S3.

Last column: Mulliken charge in e.
CARTESIAN COORDINATES (ANGSTROEM)
Cs -0.325 -0.339 -0.283  1.203
C 4.777 -0.580 -0.184  -1.565
C 3.617 -1.507 0.043  0.355
N 2.825 -1.488 1.041  -0.046
N 3.014 -0.460 1.926  -0.079
C 2.302 -0.421 3.088  0.302
N 2.158 0.849 3.550  -0.447
S 1.709 -1.753 3.884  -0.413
C 3.319 -2.553 -0.981  0.330
C 4.273 -3.512 -1.313  -0.445
C 3.965 -4.456 -2.275  -0.679
C 2.723 -4.407 -2.889  -0.849
C 1.841 -3.411 -2.501  -0.429
N 2.126 -2.502 -1.570  0.283
H 5.358 -0.463 0.734  0.348
H 4.415 0.406 -0.482  0.253
H 5.421 -0.959 -0.976  0.506
H 3.326 0.437 1.555  0.095
H 2.090 1.584 2.856  0.263
H 1.570 0.926 4.361  0.250
H 5.230 -3.515 -0.806  0.548
H 4.681 -5.226 -2.539  0.401
H 2.435 -5.126 -3.644  0.463
H 0.848 -3.347 -2.935  0.502
N -3.868 0.038 -0.144  -0.172
C -4.284 1.329 -0.013  0.574
N -4.628 1.942 -1.216  -0.398
O -4.361 1.928 1.045  -0.678
H -3.556 -0.281 -1.048  0.140
H -3.376 -0.408 0.626  0.189
H -4.919 1.347 -1.974  0.194
H -5.179 2.774 -1.087  0.230
C -2.341 -8.342 2.132  -1.489
C -2.265 -6.932 1.601  0.740
C -3.416 -6.211 1.306  -1.026
C -3.351 -4.902 0.839  1.194
C -4.608 -4.129 0.532  -1.462
C -2.104 -4.307 0.650  0.353
C -0.935 -5.006 0.953  1.108
C 0.402 -4.330 0.822  -0.615
C -1.035 -6.312 1.421  -1.106
C -2.037 -2.877 0.130  0.156
O -1.817 -2.710 -1.094  -0.742
O -2.193 -1.991 1.008  -0.989
H -3.328 -8.774 1.963  0.356
H -2.146 -8.368 3.208  0.276
H -1.602 -8.986 1.652  0.358
H -4.388 -6.677 1.443  0.260
H -5.497 -4.735 0.712  0.352
H -4.615 -3.803 -0.510  0.253
H -4.663 -3.231 1.149  0.295
H 0.469 -3.782 -0.116  -0.354
H 1.222 -5.049 0.864  0.375
H 0.560 -3.606 1.627  0.240
H -0.124 -6.855 1.658  0.348
C 1.839 4.005 -0.438  -1.178
S 2.286 2.348 0.005  1.317
O 2.504 1.652 -1.260  -0.582
O 3.483 2.441 0.839  -0.718
O 1.145 1.817 0.758  -0.699
H 2.621 4.408 -1.077  0.315
H 1.746 4.594 0.472  0.344
H 0.888 3.963 -0.965  0.279
C 3.097 1.081 -5.162  -0.994
C 1.731 1.193 -5.840  -0.387
C 0.629 1.589 -4.859  -0.959
S 0.222 0.260 -3.708  0.747
O -0.816 0.846 -2.816  -0.810
C -0.636 -0.858 -4.879  -1.083
C -1.866 -1.502 -4.234  0.192
C -3.105 -0.609 -4.232  -1.378
H 3.845 0.672 -5.842  0.387
H 3.052 0.445 -4.277  0.174
H 3.440 2.062 -4.829  0.303
H 1.469 0.252 -6.333  0.232
H 1.773 1.942 -6.634  0.381
H -0.300 1.897 -5.341  0.401
H 0.972 2.390 -4.200  0.394
H 0.100 -1.626 -5.126  0.354
H -0.889 -0.319 -5.796  0.552
H -1.641 -1.829 -3.214  -0.106
H -2.081 -2.413 -4.797  0.448
H -2.933 0.288 -3.639  0.149
H -3.956 -1.155 -3.817  0.412
H -3.371 -0.303 -5.248  0.401

## Properties
Charge = -1
Strongest force on any atom = 0.74 eV/Å
LUMO = 1.8 eV
Total energy = -83976.390 eV
E_HOMO = -5.3777 eV
Energy relative to the best compared isomer or geometry (same formula, charge and spin) = 38.88 kJ/mol
Molecular weight = 779.8 g mol⁻¹

Record 3
ORCA calculation (ωB97M-V/def2-TZVPD) on an isolated molecule of C26H42N2O.

Last column: natural (NBO) charge in e.
CARTESIAN COORDINATES (ANGSTROEM)
C 3.111 -4.722 2.231  -0.600
C 2.070 -3.616 2.361  -0.400
C 0.758 -4.140 2.940  -0.386
C -0.318 -3.059 3.054  -0.393
C -0.898 -2.660 1.698  -0.399
C -1.995 -1.600 1.792  -0.380
C -1.457 -0.219 2.160  -0.404
C -2.553 0.843 2.115  -0.392
C -2.073 2.233 2.540  -0.390
C -1.076 2.883 1.578  -0.382
C -1.706 3.309 0.253  -0.398
C -0.663 3.833 -0.731  -0.396
C -1.279 4.176 -2.085  -0.388
C -0.243 4.546 -3.147  -0.392
C 0.570 3.343 -3.637  -0.497
C 1.726 3.015 -2.704  0.686
O 2.446 3.864 -2.222  -0.642
N 1.918 1.691 -2.498  -0.627
C 2.945 1.176 -1.625  -0.218
C 2.351 0.378 -0.454  -0.415
C 1.663 -0.861 -0.924  -0.106
C 2.213 -2.104 -1.050  -0.021
N 1.286 -2.986 -1.538  -0.524
C 0.108 -2.327 -1.737  0.140
C -1.118 -2.785 -2.201  -0.237
C -2.148 -1.874 -2.292  -0.217
C -1.967 -0.536 -1.929  -0.252
C -0.756 -0.076 -1.467  -0.158
C 0.307 -0.975 -1.365  -0.126
H 4.041 -4.330 1.824  0.203
H 2.752 -5.510 1.573  0.196
H 3.324 -5.163 3.203  0.203
H 1.890 -3.175 1.380  0.200
H 2.459 -2.828 3.010  0.194
H 0.384 -4.954 2.315  0.189
H 0.955 -4.552 3.933  0.197
H 0.111 -2.184 3.545  0.194
H -1.130 -3.430 3.685  0.197
H -1.311 -3.552 1.218  0.196
H -0.105 -2.277 1.055  0.200
H -2.489 -1.530 0.820  0.205
H -2.744 -1.911 2.524  0.190
H -0.663 0.036 1.458  0.195
H -1.026 -0.242 3.163  0.193
H -3.361 0.539 2.787  0.200
H -2.971 0.884 1.108  0.193
H -2.940 2.890 2.640  0.198
H -1.607 2.151 3.525  0.198
H -0.255 2.192 1.384  0.189
H -0.647 3.765 2.060  0.202
H -2.455 4.082 0.439  0.198
H -2.221 2.457 -0.197  0.188
H -0.176 4.720 -0.320  0.207
H 0.114 3.079 -0.866  0.191
H -1.867 3.325 -2.443  0.186
H -1.967 5.015 -1.956  0.203
H -0.760 4.992 -3.999  0.204
H 0.451 5.286 -2.744  0.226
H 1.020 3.591 -4.602  0.236
H -0.077 2.475 -3.775  0.202
H 1.274 1.018 -2.884  0.403
H 3.626 0.535 -2.196  0.188
H 3.497 2.043 -1.254  0.238
H 1.647 1.015 0.085  0.215
H 3.162 0.111 0.226  0.220
H 3.210 -2.429 -0.822  0.215
H 1.442 -3.967 -1.698  0.415
H -1.257 -3.820 -2.478  0.214
H -3.116 -2.197 -2.647  0.215
H -2.803 0.144 -2.013  0.213
H -0.630 0.957 -1.182  0.203

## Properties
Strongest force on any atom = 0.56 eV/Å
LUMO = 0.6 eV
Total energy = -32673.544 eV
E_HOMO = -8.1419 eV
Energy relative to the best compared isomer or geometry (same formula, charge and spin) = 0.00 kJ/mol
Molecular weight = 398.6 g mol⁻¹
SMILES = CCCCCCCCCCCCCCCC(=O)NCCc1c[nH]c2ccccc12

Record 4
ORCA calculation (ωB97M-V/def2-TZVPD) on a cluster of 10 separate species, C26H43Br14N3 in total at a distorted geometry.

Last column: Mulliken charge in e.
CARTESIAN COORDINATES (ANGSTROEM)
C -2.735 -4.291 -1.761  -0.769
C -1.904 -5.336 -1.321  -0.666
C -1.826 -5.302 0.060  -0.679
N -2.504 -4.173 0.432  0.114
C -3.056 -3.555 -0.647  -0.191
H -2.951 -4.025 -2.818  0.340
H -1.441 -6.016 -1.951  0.689
H -1.340 -5.933 0.783  0.517
H -2.647 -3.866 1.384  0.418
H -3.691 -2.662 -0.513  0.412
C -3.173 -2.612 3.259  -0.839
C -2.000 -3.375 3.695  -0.686
C -0.878 -2.781 3.216  -0.413
N -1.309 -1.720 2.485  0.569
C -2.680 -1.644 2.412  -0.585
H -4.167 -2.833 3.627  0.404
H -2.068 -4.212 4.381  0.388
H 0.157 -2.998 3.297  0.470
H -0.730 -1.123 1.907  0.026
H -3.114 -0.898 1.798  0.560
C -1.120 1.247 0.293  -1.080
C -1.493 0.084 -0.442  -0.910
C -0.350 -0.416 -0.980  -0.668
N 0.736 0.381 -0.566  1.137
C 0.219 1.466 0.086  -0.624
H -1.848 1.906 0.785  0.416
H -2.465 -0.280 -0.624  1.019
H -0.097 -1.270 -1.572  0.349
H 1.583 0.406 -1.063  -0.166
H 0.907 2.238 0.445  0.396
Br -3.774 -0.045 -3.146  -0.004
C -4.885 0.298 -4.669  -0.467
C -6.038 1.152 -4.147  -0.635
Br -7.484 1.344 -5.452  -0.171
H -5.206 -0.639 -5.069  0.380
H -4.187 0.857 -5.340  0.301
H -5.781 2.179 -3.837  0.369
H -6.523 0.614 -3.342  0.346
Br 1.941 -6.062 0.661  -0.181
C 1.649 -5.459 -1.157  -0.046
C 2.063 -3.973 -1.389  -0.037
Br 1.351 -3.311 -3.061  -0.175
H 0.610 -5.667 -1.296  -0.263
H 2.338 -6.049 -1.768  0.434
H 3.152 -3.891 -1.549  0.424
H 1.622 -3.251 -0.701  -0.260
Br -4.523 2.307 6.646  -0.179
C -3.639 2.212 4.842  -0.535
C -2.489 3.232 4.833  -0.603
Br -1.450 3.067 3.220  -0.083
H -4.398 2.526 4.061  0.348
H -3.194 1.231 4.747  0.327
H -1.814 3.094 5.652  0.389
H -2.908 4.248 4.916  0.372
Br 3.088 3.804 2.306  -0.134
C 4.373 4.824 1.268  -0.688
C 3.699 5.409 0.078  -0.110
Br 5.044 5.957 -1.214  -0.166
H 5.201 4.157 1.092  0.361
H 4.742 5.577 1.957  0.469
H 3.216 6.368 0.271  0.407
H 3.023 4.737 -0.431  -0.113
Br 4.345 1.240 4.553  -0.167
C 4.280 -0.464 3.671  -0.496
C 3.160 -0.201 2.609  -0.226
Br 2.953 -1.791 1.476  -0.137
H 4.011 -1.243 4.373  0.421
H 5.237 -0.620 3.187  0.363
H 3.527 0.536 1.910  -0.130
H 2.158 -0.054 3.062  0.407
Br 4.894 0.215 -4.966  -0.158
C 4.435 0.307 -3.052  -0.319
C 4.711 1.728 -2.533  -0.578
Br 3.956 1.876 -0.688  -0.133
H 5.073 -0.486 -2.573  0.403
H 3.396 0.138 -3.136  -0.069
H 4.188 2.481 -3.079  0.381
H 5.759 1.893 -2.342  0.454
Br -0.672 5.192 -1.516  -0.168
C -0.315 3.598 -2.565  -0.455
C 1.141 3.202 -2.762  0.267
Br 1.275 1.830 -4.124  -0.142
H -0.826 3.775 -3.497  0.476
H -0.828 2.840 -1.960  -0.011
H 1.630 2.723 -1.906  -0.580
H 1.679 4.034 -3.211  0.568

## Properties
Strongest force on any atom = 2.87 eV/Å
LUMO = 0.1 eV
Total energy = -1012724.581 eV
E_HOMO = -8.0192 eV
Molecular weight = 1516.3 g mol⁻¹
SMILES = c1cc[nH]c1.c1cc[nH]c1.c1cc[nH]c1.BrCCBr.BrCCBr.BrCCBr.BrCCBr.BrCCBr.BrCCBr.BrCCBr

Among the records above, which one has the highest E_HOMO? number 2

total energy of number 1 (C26H42CsN6O7S3)? -83976.793 eV